Record 1
This record from the Open Molecules 2025 dataset describes one molecule with the formula CH5N3S. The level of theory is ωB97M-V with the def2-TZVPD basis set.

Values from the calculation:
SMILES: N/N=C\NS
M (g mol⁻¹): 91.1
Relative energy (zero: lowest compared OMol25 entry of this formula, charge and spin) (kcal per mole): 81.4
E_LUMO (eV): 0.655

The geometry in XYZ format:
```
10
Properties=species:S:1:pos:R:3:mulliken_charge:R:1
C -0.51975 -1.16710 0.10251 0.104
H -1.31779 0.81253 -0.92455 0.253
H -1.65736 0.15408 -2.39768 0.239
H -0.20085 -2.11509 0.78234 0.302
H -0.80870 0.56820 1.95534 0.334
H 1.20476 1.86274 0.34109 0.096
N -0.98611 0.13583 -1.70600 -0.361
N -0.64753 -1.02635 -1.18640 -0.281
N -0.35152 0.17829 0.88817 -0.549
S 1.23716 0.66911 0.85363 -0.137
```

---

Record 2
This record from the Open Molecules 2025 dataset describes an isolated ion of composition C7H15N2S and charge +1. The level of theory is ωB97M-V with the def2-TZVPD basis set.

Values from the calculation:
M (g mol⁻¹): 159.3
Total charge: +1
Relative energy (zero: lowest compared OMol25 entry of this formula, charge and spin) (kcal per mole): 45.7
E_LUMO (eV): -3.517

The geometry in XYZ format:
```
25
Properties=species:S:1:pos:R:3:mulliken_charge:R:1
C -0.99230 -0.51175 -2.15199 0.854
C 1.00712 0.65641 -1.86842 -0.787
C -0.74284 -0.23057 0.80726 0.451
C -1.70846 0.83558 1.27760 -1.429
C 0.82266 -0.04892 2.76839 -1.404
C 1.33257 -1.56751 0.83852 -1.518
C 0.34259 -0.58712 1.44921 0.718
N -0.29211 0.59475 -2.43589 -0.193
N -1.53130 -1.34669 -3.04868 -0.413
S -1.36126 -1.13502 -0.60592 -0.204
H 0.87517 0.63887 -0.79876 0.223
H 1.69685 -0.14317 -2.25991 0.307
H -2.40014 0.63911 2.13507 0.314
H -2.32645 1.20164 0.41993 0.331
H -1.20918 1.75483 1.72830 0.345
H 0.30611 0.84691 3.01392 0.353
H 1.86600 0.29377 2.67426 0.359
H 0.71288 -0.79287 3.52395 0.367
H 1.26518 -2.32622 1.63099 0.437
H 2.26951 -1.19819 0.91544 0.473
H 0.97701 -1.98288 -0.10404 0.339
H 1.43646 1.58636 -2.07132 0.401
H -0.26015 0.76964 -3.36139 0.246
H -1.55005 -1.21728 -4.09338 0.240
H -2.04260 -2.11600 -2.77354 0.188
```

---

Record 3
This record from the Open Molecules 2025 dataset describes a 2-piece molecular cluster, C3H10NO2P overall. The level of theory is ωB97M-V with the def2-TZVPD basis set.

Values from the calculation:
M (g mol⁻¹): 123.1
Relative energy (zero: lowest compared OMol25 entry of this formula, charge and spin) (kcal per mole): 123.0
E_LUMO (spin up / spin down) (eV): -0.070 / -0.364

The geometry in XYZ format:
```
17
Properties=species:S:1:pos:R:3:mulliken_charge:R:1
C 1.39838 1.18888 -0.05696 -1.143
C 1.50134 -1.26648 -0.79138 -1.467
C 1.09186 -0.29578 0.34381 0.531
N -0.21579 -0.55030 0.82750 -0.713
O -3.55054 -1.07182 -0.07575 -0.448
O -2.68429 1.35364 0.10760 -0.483
P -2.39687 -0.03634 -0.74067 0.526
H 1.54991 1.77572 0.83402 0.370
H 2.41821 1.24024 -0.63316 0.311
H 0.49534 1.64513 -0.65805 0.171
H 2.48202 -1.50558 -0.64674 0.429
H 1.40175 -0.87308 -1.71965 0.395
H 0.78297 -2.19207 -0.71201 0.310
H 1.70322 -0.44572 1.17492 0.328
H -0.30002 0.10920 1.50522 0.225
H -3.81818 -0.75533 0.82380 0.324
H -1.85931 1.67967 0.41752 0.334
```

---

Record 4
This record from the Open Molecules 2025 dataset describes one molecule with the formula C5H5NO. The level of theory is ωB97M-V with the def2-TZVPD basis set.

Values from the calculation:
M (g mol⁻¹): 95.1
Relative energy (zero: lowest compared OMol25 entry of this formula, charge and spin) (kcal per mole): 72.0
E_LUMO (eV): 0.741

The geometry in XYZ format:
```
12
Properties=species:S:1:pos:R:3:mulliken_charge:R:1
C 0.21378 1.12825 1.13785 -1.403
C 0.47518 0.14834 0.00047 0.827
O 1.86194 0.01042 -0.10721 -0.515
C -0.19153 -1.15289 0.23747 -0.874
C -0.71516 -2.21815 0.42620 0.283
C -0.46884 1.11358 -2.24383 -0.204
N -0.05936 0.68853 -1.22942 0.010
H -0.86020 1.27340 1.27154 0.366
H 0.65146 0.72588 2.05415 0.356
H 0.68842 2.08163 0.89439 0.368
H 2.04803 -0.64664 -0.79313 0.359
H -1.19805 -3.15967 0.57570 0.426
```

---

Look up the M of the third one. 123.1 g mol⁻¹